1.
Computed, not measured: a molecular structure, C47H54CuO8P3, with ωB97M-V/def2-TZVPD.

Summary:
Energy relative to the best compared isomer or geometry (same formula, charge and spin) ... 10.13 kcal per mole
Net charge ... -1
Orbital gap (alpha / beta) ... 5.90 / 6.65 eV
2S+1 ... 2
E_HOMO (alpha / beta) ... -3.51 / -4.27 eV

Structure (XYZ):
```
113
Properties=species:S:1:pos:R:3:forces:R:3:mulliken_spin:R:1
Cu 0.87366 0.68580 0.90934 -0.5 -0.5 0.2 0.0437
P 3.36797 0.56689 -0.66970 0.0 -0.3 -0.1 0.0276
P -0.10753 -1.51371 2.85789 0.0 -0.2 0.3 0.0005
P 1.05920 3.23906 0.66537 0.3 0.7 0.1 0.0251
O 3.86300 1.13210 -2.07126 0.0 0.0 0.0 0.0035
O -1.79611 -0.73635 -0.99822 0.0 0.0 -0.1 0.0000
O -0.95259 -0.01487 0.96572 -0.1 0.1 -0.3 0.0027
O -0.38854 3.08448 0.89631 0.0 -0.1 -0.1 0.0014
O 4.53305 -0.48182 -0.37097 0.1 0.1 0.0 0.0003
O 2.01899 -0.02204 -0.79133 0.2 0.0 0.0 -0.0040
O 1.48052 3.15148 -0.88444 -0.1 0.1 0.0 -0.0038
O 1.38346 4.75929 1.10407 0.0 0.0 0.0 0.0237
C -1.18057 0.01470 6.57764 0.0 0.0 0.0 0.0004
C -2.21273 -1.95258 1.01285 0.1 -0.1 -0.1 -0.0001
C 2.33702 1.89510 2.76340 0.2 -0.1 0.1 0.4766
C -2.45773 1.14645 4.90419 0.0 0.0 0.0 0.0004
C -3.35033 -2.59262 0.53385 -0.1 0.0 0.0 -0.0001
C 3.83427 -0.55287 6.98867 0.0 0.0 0.0 0.0186
C -2.12366 0.97051 6.24100 0.0 0.0 0.0 -0.0001
C -3.97817 -3.57028 1.28543 0.0 0.0 0.0 0.0000
C 0.75420 -2.93747 3.67616 -0.1 0.0 -0.2 0.0018
C 2.24460 2.12551 1.40259 0.1 0.1 -0.5 0.1751
C 0.69475 -4.21021 3.09431 0.0 0.0 0.1 -0.0003
C 3.42745 -1.62358 1.55353 0.0 0.1 0.0 -0.0261
C -1.60482 -0.81491 0.20724 0.0 0.1 0.3 -0.0001
C 0.45070 3.30827 -1.90532 0.0 -0.1 0.1 0.0015
C 6.04764 0.76702 -2.99510 0.0 0.0 0.0 0.0005
C 1.54120 -5.23159 3.49641 0.0 0.0 0.0 0.0002
C 2.12933 2.11014 4.06670 -0.1 0.0 0.0 -0.0992
C 2.14356 1.04586 6.35300 -0.1 0.0 0.0 0.0134
C 4.40660 -0.41582 5.72906 0.0 -0.1 0.0 0.0097
C 0.79711 4.53727 -2.71972 0.0 0.0 0.0 -0.0001
C -1.85404 0.38218 3.92050 0.1 0.1 -0.1 0.0012
C 0.20540 3.69120 3.84836 -0.1 -0.1 0.1 0.0141
C -1.65228 -2.33414 2.23473 0.0 0.0 -0.1 0.0001
C 4.63600 -1.51405 0.64880 0.0 0.0 -0.1 -0.0016
C -0.47553 4.84397 4.21243 0.0 0.0 0.0 -0.0177
C 1.80448 4.09379 5.58574 0.0 0.0 0.0 0.0357
C 2.48398 -5.00995 4.49148 0.0 0.0 0.0 0.0004
C 3.85215 0.44662 4.80037 0.1 0.0 0.0 0.0899
C -0.02880 5.62099 5.27106 0.0 0.0 0.0 0.0253
C 2.69742 0.18533 7.29006 0.0 0.0 0.0 -0.0077
C 2.70679 1.19517 5.08195 -0.1 0.0 0.0 0.0924
C 5.91991 -1.25248 1.40975 0.0 -0.1 0.0 -0.0018
C 2.58378 5.50761 1.30061 0.0 0.0 0.0 -0.0086
C 3.28920 5.77311 -0.02060 0.0 0.0 0.0 -0.0026
C 4.96127 3.05251 -2.93205 0.0 0.0 0.0 0.0004
C 0.39118 2.03658 -2.72183 0.0 0.0 0.0 -0.0006
C 5.16553 1.72796 -2.22578 0.0 0.0 0.0 -0.0002
C 1.74108 -2.72233 4.63859 0.2 0.0 0.0 -0.0050
C 3.51448 4.92200 2.35017 0.0 0.0 0.0 0.0088
C -0.90035 -0.58628 4.24967 0.1 0.0 0.0 -0.0023
C 1.36132 3.30128 4.52113 0.0 0.0 0.1 0.0405
C -3.45657 -3.92205 2.52422 0.0 0.0 0.0 -0.0001
C -0.57470 -0.75491 5.59106 -0.1 -0.1 0.1 0.0019
C 2.58248 -3.74613 5.05368 0.0 0.0 0.0 -0.0008
C 3.52172 1.90885 0.54413 -0.2 0.0 0.2 0.1190
C -2.30045 -3.31527 2.98605 0.0 0.0 0.0 0.0004
C 1.11682 5.23649 5.95932 0.0 0.0 0.0 -0.0137
H 1.36618 1.81509 -3.15953 0.0 0.0 0.0 0.0002
H 4.50580 2.88311 -3.90879 0.0 0.0 0.0 -0.0001
H 2.23019 0.08720 8.26297 0.0 0.0 0.0 -0.0005
H 4.29719 3.69499 -2.35561 0.0 0.0 0.0 -0.0002
H 2.70962 3.81634 6.11380 0.0 0.0 0.0 0.0002
H 4.22701 5.69274 2.65030 0.0 0.0 0.0 -0.0001
H 3.60652 -2.40697 2.29341 0.0 0.0 0.0 0.0003
H -3.18287 1.89816 4.61849 0.0 0.0 0.0 -0.0001
H 4.73985 -2.44161 0.07893 0.0 0.0 0.0 0.0005
H 1.46699 -6.20351 3.02328 0.0 0.0 0.0 0.0000
H -0.56843 6.51326 5.56404 0.0 0.0 0.0 0.0024
H 4.07724 4.07044 1.97359 0.0 -0.1 0.0 0.0025
H 5.59907 1.90469 -1.23519 0.0 0.0 0.0 -0.0021
H 2.64665 6.32825 -0.70265 0.0 0.0 0.0 -0.0002
H -1.89494 -3.60417 3.94820 0.0 0.0 0.0 0.0000
H 7.02823 1.21387 -3.16695 0.0 0.0 0.0 0.0000
H 3.56056 4.83632 -0.50593 0.0 0.0 0.0 0.0009
H 5.29292 -0.98334 5.46900 0.0 0.0 0.0 0.0007
H 4.26909 -1.21966 7.72284 0.0 0.0 0.0 0.0011
H -0.50169 3.45118 -1.39261 0.0 0.0 0.0 0.0004
H 6.17151 -0.16180 -2.44190 0.0 0.0 0.0 -0.0002
H 5.91508 3.56303 -3.07204 0.0 0.0 0.0 0.0000
H -3.95120 -4.67050 3.13144 0.0 0.0 0.0 0.0000
H -2.09884 0.55577 2.88156 0.0 0.0 -0.1 -0.0002
H 1.76896 4.41482 -3.20347 0.0 0.0 0.0 0.0000
H -3.73141 -2.28877 -0.43245 0.0 0.0 0.0 0.0000
H 4.19897 6.35149 0.15193 0.0 0.0 0.0 0.0001
H 2.52634 -1.87110 0.99664 0.0 0.0 0.0 0.0018
H 1.90148 -1.73334 5.04932 0.0 0.0 0.0 0.0044
H 0.08644 1.19251 -2.10556 0.0 0.0 0.0 0.0000
H -1.36415 5.12509 3.66168 0.0 0.0 0.0 0.0002
H -0.90401 -0.13849 7.61396 0.0 0.0 0.0 0.0001
H -2.58776 1.57788 7.00797 0.0 0.0 0.0 0.0001
H 1.48322 5.83761 6.78359 0.0 0.0 0.0 -0.0005
H 1.24470 1.59680 6.59823 0.0 0.0 0.0 0.0002
H 5.82661 -0.35575 2.01889 0.0 0.1 0.1 0.0003
H 6.75493 -1.11984 0.72171 0.0 0.0 0.0 0.0000
H 0.14787 -1.50044 5.89495 -0.1 0.1 0.0 0.0002
H 6.13828 -2.09203 2.07117 0.0 0.0 0.0 0.0000
H 5.59114 0.54088 -3.95944 0.0 0.0 0.0 0.0001
H -0.01635 -4.40552 2.30274 0.0 0.0 0.0 0.0000
H -4.87652 -4.05051 0.91688 0.0 0.0 0.0 0.0000
H 2.95838 4.60419 3.23179 0.1 0.1 -0.1 -0.0004
H 3.24270 -0.69184 2.09752 0.0 0.0 0.0 0.0224
H 2.21009 6.45883 1.69073 0.0 0.0 0.0 0.0002
H 4.36039 1.67342 1.20293 0.0 0.0 0.0 -0.0249
H 3.78322 2.80257 -0.02665 0.1 0.0 0.0 0.0086
H 0.82908 5.42425 -2.08834 0.0 0.0 0.0 0.0002
H 0.04365 4.69023 -3.49380 0.0 0.0 0.0 0.0000
H 3.14185 -5.80800 4.81321 0.0 0.0 0.0 0.0000
H 3.32765 -3.53926 5.81072 0.0 0.0 0.0 -0.0007
H -0.17125 3.08829 3.03194 0.0 0.0 0.1 0.0053
H 4.31044 0.57135 3.82928 0.1 0.0 -0.1 -0.0838
H -0.34000 2.16111 -3.52342 0.0 0.0 0.0 0.0000
```
Forces are in eV/Å.

=====

2.
Computed, not measured: a single C5H6N2S molecule, with ωB97M-V/def2-TZVPD.

Summary:
Energy relative to the best compared isomer or geometry (same formula, charge and spin) ... 39.28 kcal per mole
Orbital gap ... 8.53 eV
E_HOMO ... -8.30 eV
SMILES ... S=C1NC=C[C@H]2N[C@@H]12

Structure (XYZ):
```
14
Properties=species:S:1:pos:R:3:forces:R:3:mulliken_charge:R:1
S -3.05236 -0.16307 -0.09736 -1.2 -0.2 -0.1 -0.3541
N -0.84185 1.16029 0.24378 -1.1 0.0 0.7 -0.1228
N 0.43020 -1.56331 0.80033 0.0 -0.5 -0.7 -0.5127
C 0.95931 -0.89315 -0.39375 0.5 -0.4 -0.6 -0.0303
C 1.40987 0.50665 -0.32549 -2.0 -0.2 0.6 -0.6103
C -0.51304 -1.16254 -0.23155 -0.7 -0.2 -0.5 -0.3027
C -1.45297 -0.02741 -0.02389 1.4 0.2 0.2 0.1328
C 0.48741 1.38583 0.10267 2.3 1.8 -0.1 -0.2953
H 2.34480 0.86443 -0.66746 0.9 0.0 0.1 0.4166
H 1.50957 -1.56430 -1.05855 -0.2 0.1 0.3 0.3923
H -1.43990 1.95590 0.47879 0.2 -0.6 -0.2 0.2743
H 0.36105 -0.94900 1.58164 0.2 0.7 0.7 0.3008
H 0.80182 2.42096 0.35761 -0.4 -0.7 -0.5 0.3241
H -1.00390 -1.97130 -0.76677 0.3 0.0 0.1 0.3873
```
Forces are in eV/Å.

=====

3.
Computed, not measured: 2 unconnected molecules or ions with the total composition CH4NO, with ωB97M-V/def2-TZVPD.

Summary:
Energy relative to the best compared isomer or geometry (same formula, charge and spin) ... 15.06 kcal per mole
Net charge ... -1
Orbital gap ... 6.55 eV
E_HOMO ... -1.37 eV

Structure (XYZ):
```
7
Properties=species:S:1:pos:R:3:forces:R:3:mulliken_charge:R:1
O 0.07412 2.22051 0.08333 0.4 -0.1 -0.2 -0.8094
N 0.49530 -0.41495 0.50320 0.5 0.3 -0.1 -0.8081
C -0.14581 -1.39197 0.09697 0.1 0.0 0.2 -0.5487
H 0.15809 2.10234 -0.86995 -0.1 0.2 0.1 0.2578
H 0.34100 -2.35494 -0.23397 -0.2 -0.2 0.0 0.2066
H -1.27032 -1.44775 0.03698 -0.1 -0.1 -0.1 0.1893
H 0.34761 1.28676 0.38344 -0.6 0.0 0.2 0.5125
```
Forces are in eV/Å.

=====

Calculated energy, -5090.08742, -701.77635, -170.45603 Ha (same order as the records).